(1)
An isolated molecule of C22H19BrFN3O3, computed with ωB97M-V/def2-TZVPD.

Computed properties:
* molar mass: 472.31 Da
* charge: 0
* HOMO: -7.53 eV
* calculated total energy: -106495.854 eV
* energy relative to the best compared isomer or geometry (same formula, charge and spin): 0.0890 eV
* multiplicity: 1
* HOMO-LUMO gap: 8.0 eV
* structure (SMILES): COc1cc(CNc2ccc3[nH]c(=O)[nH]c3c2)cc(Br)c1OCc1ccccc1F

Geometry as XYZ:
```
49
Properties=species:S:1:pos:R:3:forces:R:3:nbo_charge:R:1
C 0.698321 -2.514879 -0.427531 0.237 -0.097 -0.137 -0.2525
O -0.481010 -2.032139 0.172115 -0.356 0.246 0.252 -0.5081
C -0.643432 -0.687350 0.307084 -0.209 0.058 0.134 0.3402
C 0.223120 0.258164 -0.226404 0.016 -0.195 -0.078 -0.3315
C 0.023955 1.616621 -0.025549 -0.161 0.000 0.111 -0.0308
C 0.992109 2.653714 -0.563875 0.027 -0.006 0.061 -0.2362
N 2.089249 2.150536 -1.343957 -0.304 0.182 -0.412 -0.5958
C 3.090276 1.351958 -0.824519 0.439 -0.149 0.039 0.1779
C 3.938004 0.685221 -1.721073 -0.188 0.092 -0.014 -0.2833
C 4.997095 -0.097024 -1.294917 0.005 -0.042 0.358 -0.2087
C 5.202811 -0.211793 0.064694 -0.476 0.362 -0.152 0.0585
N 6.135603 -0.901411 0.817555 0.149 -0.102 -0.088 -0.5914
C 5.914153 -0.698061 2.160638 0.269 -0.233 0.263 0.7601
O 6.545736 -1.151458 3.083970 0.211 -0.133 0.340 -0.6312
N 4.809944 0.130210 2.234105 -0.169 0.141 0.049 -0.6118
C 4.357564 0.447050 0.972481 0.103 -0.097 -0.639 0.2249
C 3.299958 1.226881 0.552885 0.015 0.005 -0.099 -0.3375
C -1.078996 2.043913 0.696803 0.094 -0.093 -0.062 -0.2129
C -1.961461 1.105966 1.198409 -0.216 -0.184 0.161 -0.0960
Br -3.497709 1.664552 2.155738 0.112 0.116 -0.073 0.0770
C -1.769555 -0.261364 1.036912 0.022 0.083 -0.017 0.1741
O -2.635896 -1.118932 1.647506 0.557 -0.045 0.184 -0.4960
C -3.383537 -1.993831 0.806092 -0.299 -0.196 -0.272 -0.0846
C -4.391939 -1.205128 0.011445 -0.077 -0.153 0.263 -0.1377
C -4.008613 -0.469296 -1.103872 -0.125 -0.058 -0.018 -0.1745
C -4.911016 0.343358 -1.766893 0.078 0.093 -0.114 -0.2294
C -6.220694 0.432503 -1.326851 0.053 -0.017 0.023 -0.1864
C -6.632018 -0.299762 -0.227859 -0.006 -0.121 0.199 -0.2804
C -5.714504 -1.100886 0.425813 0.126 0.099 -0.337 0.4173
F -6.130907 -1.816870 1.489184 0.028 0.049 0.043 -0.3257
H 1.590777 -2.146394 0.086949 -0.024 0.011 -0.023 0.1860
H 0.647885 -3.598392 -0.334776 0.054 0.067 -0.036 0.2037
H 0.750787 -2.245329 -1.487431 0.015 0.009 0.051 0.1754
H 1.080782 -0.070142 -0.789416 0.072 -0.046 -0.040 0.2320
H 1.394460 3.225457 0.279977 -0.074 0.051 -0.081 0.2063
H 0.438494 3.360171 -1.190052 0.098 -0.018 0.107 0.2202
H 1.877399 1.971114 -2.313446 0.028 0.031 0.104 0.3830
H 3.755800 0.793215 -2.780464 -0.011 0.037 -0.120 0.2077
H 5.634569 -0.598765 -2.005490 0.073 -0.053 -0.095 0.2193
H 6.890871 -1.459823 0.460874 -0.022 0.019 0.188 0.4240
H 4.422500 0.453507 3.103338 0.125 -0.101 0.003 0.4248
H 2.657941 1.709361 1.270163 -0.129 0.075 0.094 0.2201
H -1.257978 3.094796 0.861529 -0.045 0.130 0.031 0.2181
H -3.879405 -2.678366 1.496178 0.096 0.048 -0.168 0.2156
H -2.714805 -2.554253 0.144574 -0.120 0.079 0.123 0.1998
H -2.987328 -0.534760 -1.451761 0.084 -0.026 -0.029 0.2158
H -4.589414 0.910242 -2.627343 0.019 0.050 -0.078 0.2145
H -6.923840 1.070671 -1.839243 -0.080 0.048 -0.047 0.2168
H -7.646090 -0.252758 0.135724 -0.113 -0.015 0.047 0.2291
```
Positions in Å, forces in eV/Å.

***

(2)
A structure of composition C4H10N2O3 in a non-equilibrium geometry, computed with ωB97M-V/def2-TZVPD.

Computed properties:
* molar mass: 134.14 Da
* charge: 0
* HOMO: -7.81 eV
* calculated total energy: -13430.950 eV
* energy relative to the best compared isomer or geometry (same formula, charge and spin): 2.9065 eV
* multiplicity: 1
* HOMO-LUMO gap: 8.0 eV

Geometry as XYZ:
```
19
Properties=species:S:1:pos:R:3:forces:R:3:nbo_charge:R:1
C 0.366031 -0.191331 -1.294983 -0.457 -3.710 -2.111 0.9036
C 1.310510 -0.390976 -0.140843 -0.371 0.155 0.225 -0.5430
C 0.846737 -1.422702 0.886438 -0.152 0.005 -0.052 -0.2099
C -1.137274 1.558734 -0.508494 -1.560 -2.250 -0.804 0.3546
N -1.107650 1.759494 0.824831 0.135 0.277 0.348 -0.8633
N -0.421169 -1.041809 1.524657 0.120 -0.139 -0.067 -0.8598
O -0.710188 -0.897581 -1.486944 3.318 0.271 -0.213 -0.7338
O 0.909976 0.484272 -2.291230 -0.611 0.321 0.968 -0.6287
O -1.300494 2.432992 -1.345418 0.233 0.574 -0.068 -0.6790
H -1.219375 0.208174 -0.958160 -0.567 4.261 2.070 0.2741
H 0.219733 0.704789 -2.942417 -0.033 -0.155 0.003 0.5233
H -0.896856 0.969587 1.429290 -0.147 0.205 -0.105 0.4217
H -1.258047 2.685513 1.203048 0.133 -0.046 -0.037 0.3827
H -0.557814 -1.570702 2.378031 0.031 0.012 -0.058 0.3703
H -1.187920 -1.278528 0.902436 0.021 0.017 0.034 0.3802
H 2.266934 -0.705732 -0.571877 -0.106 0.103 -0.077 0.2582
H 1.474784 0.580708 0.328124 0.008 0.049 -0.017 0.2608
H 0.789946 -2.403738 0.400229 0.025 0.057 0.039 0.1861
H 1.612135 -1.481163 1.663282 -0.022 -0.005 -0.081 0.2019
```
Positions in Å, forces in eV/Å.

***

(3)
A cluster of 2 separate species, C3H10N2 in total in a non-equilibrium geometry, computed with ωB97M-V/def2-TZVPD.

Computed properties:
* molar mass: 74.13 Da
* charge: 0
* HOMO: -8.70 eV
* calculated total energy: -6250.968 eV
* energy relative to the best compared isomer or geometry (same formula, charge and spin): 2.4608 eV
* multiplicity: 1
* HOMO-LUMO gap: 9.6 eV
* structure (SMILES): C=N.CCN

Geometry as XYZ:
```
15
Properties=species:S:1:pos:R:3:forces:R:3:nbo_charge:R:1
C -2.451926 -2.609661 0.007036 0.244 -2.112 -0.485 -0.0832
N -1.579111 -2.851024 0.898694 0.345 -0.107 -0.612 -0.5577
H -3.514992 -2.742072 0.225457 0.046 1.086 -0.071 0.1766
H -2.032893 -2.762961 -1.000824 -1.359 0.697 -0.336 0.1437
H -0.798500 -3.065076 0.256720 0.731 0.443 1.490 0.3215
C 0.526162 2.430219 -0.318893 0.445 0.192 1.362 -0.6217
C 1.616230 1.439543 0.294195 -1.347 -0.581 -1.869 -0.2091
N 1.192799 0.025278 0.222597 1.002 -2.267 -0.698 -0.9024
H 0.411082 2.348343 -1.431301 0.754 0.345 0.965 0.2116
H 0.702742 3.479455 0.105794 -0.150 -1.289 -1.136 0.2120
H -0.455503 2.144616 0.031568 -0.368 -0.083 0.434 0.1995
H 2.038729 1.679586 1.285813 -0.651 0.210 -0.383 0.1856
H 2.381673 1.532150 -0.447256 1.108 0.054 -0.025 0.1870
H 1.719436 -0.742682 -0.305567 -0.396 2.400 1.021 0.3687
H 0.244073 -0.305718 0.175969 -0.406 1.011 0.342 0.3679
```
Positions in Å, forces in eV/Å.

***

(4)
A structure of composition C5H7Cl2N5O in a non-equilibrium geometry, computed with ωB97M-V/def2-TZVPD.

Computed properties:
* molar mass: 224.05 Da
* charge: +2
* HOMO: -17.32 eV
* calculated total energy: -39817.671 eV
* energy relative to the best compared isomer or geometry (same formula, charge and spin): 3.3365 eV
* multiplicity: 1
* HOMO-LUMO gap: 7.9 eV

Geometry as XYZ:
```
20
Properties=species:S:1:pos:R:3:forces:R:3:nbo_charge:R:1
C -1.818081 0.512268 0.478245 -0.215 0.067 -0.470 0.3291
C 0.509692 0.119358 0.699932 -1.258 2.125 0.444 0.3544
C 2.611645 1.216743 0.132721 -3.474 -3.871 -2.467 0.4068
C -0.681086 -0.274135 -1.581101 -0.126 -1.221 -1.405 -0.0982
C 0.630132 -0.067151 -0.767040 0.149 2.586 -1.561 0.0976
N -0.754791 0.785951 1.173209 2.792 -1.527 -0.111 -0.5235
N 1.681899 0.362014 -1.340614 1.095 1.448 2.081 -0.1710
N -1.875176 -0.004878 -0.770214 1.400 0.293 0.360 -0.1217
N 1.794086 0.863987 1.067437 -1.281 0.757 1.508 -0.5492
N 0.696852 -1.206580 1.360796 -0.526 -3.156 -0.582 -0.7359
O -3.014242 -0.625537 -1.140324 0.952 -2.887 1.984 -0.5015
Cl 4.050301 1.860661 0.019522 0.513 0.612 0.031 0.4354
Cl -0.834329 0.756622 -3.107871 0.567 -0.762 1.382 0.0667
H -2.788016 0.743770 0.936855 0.284 -0.028 -0.298 0.2652
H -0.622157 -1.341781 -1.983340 -0.715 1.277 0.593 0.2876
H 1.793168 1.144299 2.080184 0.462 0.212 -1.100 0.4781
H -0.171223 -1.525121 1.907575 1.247 0.652 -0.707 0.4988
H 1.514453 -1.161916 2.018483 -0.786 -0.659 -0.645 0.4759
H 0.861161 -1.975609 0.531861 -0.108 1.866 2.812 0.4939
H -3.584289 -0.182966 -1.716317 -0.973 2.217 -1.849 0.5114
```
Positions in Å, forces in eV/Å.

***

(5)
A cluster of 2 separate species, C9H12NO3S in total in a non-equilibrium geometry, computed with ωB97M-V/def2-TZVPD.

Computed properties:
* molar mass: 214.27 Da
* charge: -1
* HOMO: -3.66 eV
* calculated total energy: -27994.646 eV
* energy relative to the best compared isomer or geometry (same formula, charge and spin): 0.9540 eV
* multiplicity: 1
* HOMO-LUMO gap: 6.9 eV

Geometry as XYZ:
```
26
Properties=species:S:1:pos:R:3:forces:R:3:nbo_charge:R:1
C 3.681814 -0.676002 0.930072 3.136 -1.080 0.323 -0.3608
C 4.220454 -0.035992 -0.114086 -0.551 0.941 -2.234 -0.3800
C 2.287652 -0.672619 0.954261 -3.470 1.963 -0.124 0.5107
C -1.570878 -2.809692 0.154293 0.024 0.907 -0.221 0.7646
C -2.358104 1.294680 0.735566 0.780 0.266 0.202 -0.6192
C -0.927054 1.971433 -1.283400 -0.666 2.592 0.711 -0.6110
C -1.217704 -0.424108 -0.818154 -0.370 -0.382 3.654 -0.4342
C -0.948044 -1.492128 0.254872 -2.620 -0.353 -2.177 0.0083
C -1.145588 0.995036 -0.166130 -1.751 -1.210 0.309 -0.2381
N 1.735375 0.130192 -0.024857 0.690 -0.368 -0.208 -0.8336
O -1.640050 -3.910256 -0.305047 -0.059 0.025 0.261 -0.5870
O 1.533356 -1.167647 1.822533 0.348 -0.738 0.503 -0.7635
O -2.330894 -1.998827 0.875633 0.278 -0.605 -0.204 -0.5261
S 2.905560 0.723819 -1.052319 0.930 -1.076 1.259 0.4447
H 4.306282 -1.237440 1.638608 -0.504 0.184 -0.267 0.2107
H 5.198456 -0.071788 -0.601540 -0.119 0.159 0.788 0.2101
H -3.242541 1.545286 0.197291 -0.748 0.288 -0.985 0.1833
H -2.653020 0.355827 1.247085 0.464 0.959 0.606 0.2301
H -2.125380 2.236834 1.322533 -0.319 -1.455 0.057 0.1973
H -1.715464 1.880168 -2.114422 1.492 -0.104 0.904 0.1958
H 0.154012 1.818653 -1.530776 -1.036 0.584 -0.658 0.2337
H -1.115402 3.065356 -0.825684 0.762 -2.089 -1.162 0.1870
H -2.061783 -0.779287 -1.372025 -0.964 0.522 -0.344 0.2021
H -0.417163 -0.370109 -1.436148 2.623 -0.517 -2.116 0.2361
H -0.297468 -1.327003 1.033324 1.871 0.520 1.512 0.2725
H -0.256428 0.955601 0.478505 -0.221 0.066 -0.388 0.2664
```
Positions in Å, forces in eV/Å.

***

(6)
A cluster of 2 separate species, C2H8NPS in total in a non-equilibrium geometry, computed with ωB97M-V/def2-TZVPD.

Computed properties:
* molar mass: 109.13 Da
* charge: 0
* HOMO: -9.03 eV
* calculated total energy: -23815.278 eV
* energy relative to the best compared isomer or geometry (same formula, charge and spin): 2.1926 eV
* multiplicity: 1
* HOMO-LUMO gap: 9.8 eV
* structure (SMILES): C=C.PNS

Geometry as XYZ:
```
13
Properties=species:S:1:pos:R:3:forces:R:3:nbo_charge:R:1
C 1.893650 2.295116 0.545578 2.996 0.662 -0.350 -0.3864
C 1.028683 1.661215 -0.207089 -3.413 1.325 1.934 -0.4077
H 1.760305 3.007223 1.345584 -0.932 -0.233 0.218 0.1986
H 2.988550 2.272725 0.320598 -0.873 -0.360 -0.042 0.1824
H 1.307812 1.077984 -1.056702 -0.165 -0.377 -0.272 0.2074
H -0.097996 1.864129 0.152178 2.382 -0.975 -1.497 0.2033
P -2.316580 -2.234782 -1.035417 -0.167 -0.307 0.945 0.5284
N -0.963118 -1.264924 -0.590440 -0.900 -0.176 0.009 -1.0780
S -0.067209 -1.641518 0.820346 0.214 -0.021 -0.549 0.1773
H -3.066497 -2.117321 0.140832 -0.702 0.906 0.124 -0.0553
H -2.002059 -3.416794 -0.333580 0.578 -0.738 -0.628 -0.0681
H -0.536913 -1.079943 -1.483885 1.186 0.286 0.351 0.3855
H 0.071371 -0.423109 1.381998 -0.207 0.008 -0.245 0.1127
```
Positions in Å, forces in eV/Å.